# C21H45N3O9

A cluster of 6 separate species, C21H45N3O9 in total at a distorted geometry (ωB97M-V/def2-TZVPD, the OMol25 dataset).

Atoms and positions in Å:
C  -7.39471  -15.65309  14.55227
O  -7.33226  -16.85245  14.59469
N  -7.29337  -14.82478  15.64273
C  -7.28699  -13.39696  15.50361
C  -7.12044  -15.40039  17.04466
H  -7.42450  -15.13443  13.58154
H  -6.28679  -12.98082  15.62413
H  -8.07313  -12.96371  16.12197
H  -7.47004  -13.03932  14.49035
H  -6.08474  -15.11715  17.23225
H  -7.95666  -14.90597  17.53903
H  -7.38523  -16.44689  17.19572
C  -8.30596  -12.63951  10.48561
O  -7.11010  -12.68286  10.12785
N  -9.16031  -13.68626  10.66813
C  -10.63427  -13.60982  10.91120
C  -8.70885  -15.03177  10.49300
H  -8.86056  -11.73446  10.77799
H  -11.16478  -13.84670  9.98894
H  -10.97943  -12.58474  11.04600
H  -10.96208  -13.98800  11.87950
H  -7.62524  -15.05584  10.37768
H  -8.98307  -15.60362  11.37950
H  -9.22474  -15.45169  9.62950
C  -8.36130  -14.02681  6.31646
O  -9.03359  -13.89122  5.27041
N  -7.04758  -14.16383  6.41010
C  -6.28836  -14.16897  7.62150
C  -6.24132  -14.16349  5.23771
H  -8.83307  -14.02127  7.31124
H  -6.83482  -14.55541  8.48181
H  -5.88931  -13.18888  7.88282
H  -5.33557  -14.69787  7.64485
H  -6.75221  -13.77406  4.35712
H  -5.32407  -13.57607  5.27872
H  -5.90424  -15.10396  4.80183
O  -16.30635  -15.67280  11.96403
C  -16.49029  -14.58283  12.50567
O  -15.66415  -13.53287  12.32624
C  -14.45457  -13.68997  11.53958
C  -14.63800  -13.39516  10.00903
C  -17.72112  -14.14689  13.35219
H  -14.10569  -14.72012  11.61147
H  -13.74901  -12.93266  11.88128
H  -13.76776  -13.10277  9.42141
H  -15.35614  -12.58289  9.89681
H  -15.24332  -14.18184  9.55869
H  -17.90237  -14.66658  14.29302
H  -18.56316  -14.48036  12.74567
H  -17.88181  -13.07233  13.26492
O  -9.96642  -11.96793  13.22293
C  -10.29687  -11.97000  14.42558
O  -10.58279  -13.05184  15.26184
C  -10.87529  -14.30969  14.76798
C  -12.38902  -14.60328  14.34650
C  -10.16152  -10.74792  15.29236
H  -10.64906  -15.05452  15.53097
H  -10.27534  -14.67572  13.93480
H  -12.63834  -13.97593  13.49072
H  -13.07435  -14.45584  15.18118
H  -12.52082  -15.65826  14.10621
H  -9.18307  -10.86290  15.75874
H  -10.92536  -10.71367  16.06920
H  -10.24951  -9.84261  14.69172
O  -10.19570  -17.75557  4.88364
C  -9.07445  -17.25173  5.14222
O  -8.54228  -17.13634  6.32274
C  -9.15619  -17.81557  7.36322
C  -8.04715  -18.64015  8.03390
C  -8.20957  -16.74783  3.97807
H  -9.91251  -18.55042  7.08739
H  -9.54771  -17.01773  7.99430
H  -8.55395  -19.45250  8.55482
H  -7.44962  -18.13302  8.79144
H  -7.34765  -19.14763  7.36962
H  -8.49919  -17.24560  3.05263
H  -7.16603  -16.94707  4.22187
H  -8.36133  -15.68724  3.77756

Values from the calculation:
Spin multiplicity: 2
Charge: +1
Energy (Ha): -1668.17401
M (g/mol): 483.60
Largest force on an atom (eV/A): 5.476
Highest occupied orbital energy (spin up / spin down) (eV): -10.7 / -10.7
Orbital gap (spin up / spin down) (eV): 6.96 / 1.84

# C21H45N4O3

The ion C21H45N4O3 with charge +1 at a distorted geometry (ωB97M-V/def2-TZVPD, the OMol25 dataset).

Atoms and positions in Å:
C  1.87125  4.62462  -1.96523
C  2.88968  3.55251  -2.73368
O  3.29693  2.48406  -1.80613
C  2.34154  1.33127  -1.87114
C  2.51157  0.54202  -0.42348
N  1.62359  -0.71510  -0.33421
C  2.26107  -1.78657  0.51725
N  1.49737  -2.70989  1.23192
C  -0.01658  -2.75214  1.25026
C  -0.63459  -2.55284  2.78965
C  -0.77186  -0.98424  3.24353
C  -1.64033  -0.03644  2.22691
C  -2.04965  1.44150  2.85744
C  -3.31925  2.16116  2.11147
C  -3.27115  2.14509  0.47403
C  -4.82636  1.92399  -0.04334
C  -4.95681  1.25483  -1.53359
C  -4.08332  -0.11357  -1.76192
C  -4.46062  -1.35582  -0.75970
C  -3.58283  -2.71462  -1.18439
O  -3.80872  -3.12926  -2.58118
C  -2.69807  -2.71481  -3.46464
N  3.78506  -1.99753  0.63843
C  4.37245  -1.04510  -0.38035
C  6.03024  -0.98373  -0.36226
N  6.63936  -1.30706  0.98421
C  6.34879  -0.22241  2.02239
O  3.90714  0.30550  -0.02907
H  1.39009  5.35096  -2.75327
H  0.98506  4.03551  -1.43320
H  2.41705  5.27942  -1.15588
H  3.87912  4.10023  -3.08561
H  2.31718  3.02255  -3.62825
H  1.25547  1.81248  -1.90013
H  2.54819  0.64709  -2.79746
H  2.06167  1.29142  0.38974
H  0.72939  -0.34877  0.05713
H  1.99164  -3.46937  1.79066
H  -0.31349  -3.87124  0.95827
H  -0.54209  -2.07053  0.45741
H  -1.73467  -3.00676  2.80563
H  -0.02918  -3.19347  3.59325
H  0.29464  -0.52322  3.51596
H  -1.36391  -0.98972  4.27956
H  -2.59116  -0.64066  1.83034
H  -1.00073  0.19895  1.26172
H  -1.11739  2.18620  2.86992
H  -2.33478  1.25814  3.97776
H  -4.34307  1.75277  2.53930
H  -3.28480  3.31050  2.43237
H  -2.50302  1.40115  0.00044
H  -2.94132  3.23145  0.10455
H  -5.29503  3.01541  -0.12273
H  -5.49452  1.33357  0.72250
H  -4.72343  2.00945  -2.40080
H  -6.10344  0.95484  -1.66376
H  -2.93142  0.16346  -1.77336
H  -4.32584  -0.48594  -2.86578
H  -4.33423  -1.12195  0.37979
H  -5.59380  -1.65544  -0.98098
H  -3.94533  -3.59165  -0.47353
H  -2.42837  -2.58754  -0.97724
H  -1.98929  -3.61689  -3.69547
H  -2.12951  -1.78084  -2.98577
H  -3.14431  -2.32130  -4.48551
H  4.05448  -1.76143  1.62068
H  4.06852  -1.29673  -1.49356
H  6.33841  0.11507  -0.69905
H  6.47760  -1.72590  -1.14856
H  7.68781  -1.21501  0.82422
H  7.29277  -0.01265  2.68188
H  5.98424  0.78293  1.54549
H  5.50895  -0.61199  2.76818

Values from the calculation:
Charge: +1
SMILES string: CCOC[C@H]1NC(NCCCCCCCCCCCCOC)=[NH+][C@H](CNC)O1
Energy (Ha): -1271.26100
M (g/mol): 401.62
Largest force on an atom (eV/A): 4.659
Highest occupied orbital energy (eV): -11.8
Orbital gap (eV): 8.28

# C21H45N7OSi2

A structure of composition C21H45N7OSi2 (ωB97M-V/def2-TZVPD, the OMol25 dataset).

Atoms and positions in Å:
N  7.88729  0.98487  1.89382
C  6.95515  0.53762  1.15645
N  7.05325  -0.70306  0.46755
N  5.75097  1.28451  1.01542
C  4.83903  1.05646  2.17033
C  4.03543  2.30114  2.53823
C  2.60603  2.28226  1.98781
C  1.70245  1.33143  2.81357
Si  0.25308  0.60803  1.86533
O  0.32348  -1.06038  1.78143
Si  0.24664  -1.96690  3.17547
H  8.67065  0.33726  1.88027
H  7.11616  -1.47483  1.11365
H  6.29929  -0.86694  -0.18272
H  5.29140  0.91742  0.19080
H  5.43431  0.73895  3.02126
H  4.13892  0.24592  1.94891
H  3.94305  2.32625  3.62626
H  4.56010  3.20758  2.24982
H  2.18981  3.28351  2.07261
H  2.60561  2.02037  0.92863
H  2.32518  0.55397  3.25518
H  1.30163  1.89807  3.65407
H  0.18147  1.15424  0.51037
H  -1.00865  0.97711  2.55426
H  1.15766  -3.11715  3.04582
H  -1.12587  -2.40780  3.46214
H  0.72860  -1.14716  4.31134
C  1.27793  4.65941  -3.27992
C  1.40996  3.19002  -2.90195
C  0.25163  2.67961  -2.03583
C  0.16484  3.41109  -0.77334
N  0.10807  4.01672  0.19969
H  1.28776  5.29856  -2.39533
H  2.10375  4.96046  -3.91836
H  0.34515  4.84229  -3.82108
H  2.35182  3.03586  -2.37217
H  1.45262  2.58389  -3.80894
H  0.37973  1.62155  -1.80288
H  -0.69835  2.79323  -2.56070
C  -2.19960  -5.81710  -0.32025
C  -3.39574  -5.64640  0.60956
C  -3.15199  -4.61721  1.71753
C  -2.02790  -5.01436  2.56539
N  -1.14727  -5.33038  3.23003
H  -1.32696  -6.18836  0.21880
H  -2.42655  -6.53189  -1.11137
H  -1.93066  -4.86914  -0.79002
H  -3.64722  -6.60911  1.05944
H  -4.26501  -5.32570  0.03373
H  -4.03856  -4.51961  2.33855
H  -2.93392  -3.63763  1.28849
C  -7.31430  -3.54547  5.88120
C  -8.08889  -4.64957  5.17121
C  -7.21346  -5.47515  4.22107
C  -6.63697  -4.63947  3.16800
N  -6.19708  -3.97562  2.34155
H  -6.91212  -2.82202  5.17099
H  -7.96361  -3.00468  6.56869
H  -6.48254  -3.95587  6.45636
H  -8.91751  -4.21359  4.61089
H  -8.52338  -5.32460  5.90987
H  -7.79667  -6.26370  3.74540
H  -6.39542  -5.94732  4.76758
C  1.65199  4.26576  -9.31502
C  0.53520  4.63777  -8.34691
C  0.89365  5.82994  -7.45232
C  2.06723  5.54327  -6.62812
N  2.98122  5.29743  -5.98011
H  2.55254  3.95741  -8.78282
H  1.34565  3.43654  -9.95193
H  1.90972  5.10782  -9.95964
H  0.29246  3.77734  -7.72074
H  -0.36641  4.88821  -8.90797
H  0.06492  6.07500  -6.78723
H  1.10817  6.71206  -8.05715

Values from the calculation:
Energy (Ha): -1864.69346
M (g/mol): 467.81
Largest force on an atom (eV/A): 0.854
Highest occupied orbital energy (eV): -9.3
Orbital gap (eV): 9.81